Record 1
Computed, not measured: a single C3H7NS molecule in a non-equilibrium geometry, with ωB97M-V with the def2-TZVPD basis set.

Geometry as XYZ:
```
12
Properties=species:S:1:pos:R:3:mulliken_charge:R:1
C 0.224 -1.085 -0.058 -1.448
C 0.020 0.132 0.723 0.946
C -1.361 0.537 0.839 -1.182
N 1.004 0.992 1.092 -0.368
S 1.162 2.560 1.710 -0.364
H 1.147 -1.514 0.195 0.433
H 0.230 -0.967 -1.080 0.339
H -0.475 -1.825 0.175 0.429
H -1.756 0.943 1.772 0.372
H -1.938 -0.325 0.430 0.295
H -1.418 1.368 0.158 0.317
H 1.949 0.760 0.924 0.232
```

For the HOMO-LUMO gap, the calculation gives 7.985 eV. The value obtained for the strongest force on any atom is 4.27 eV/Å. The total energy comes out at -15548.1804 eV. Its charge is 0. The SMILES is CC(C)=[NH+][S-].


Record 2
Computed, not measured: a single C3H7NS2 molecule in a non-equilibrium geometry, with ωB97M-V with the def2-TZVPD basis set.

Geometry as XYZ:
```
13
Properties=species:S:1:pos:R:3:mulliken_charge:R:1
C -0.656 -1.437 0.290 -1.155
C -0.442 -0.199 -0.529 0.124
S 0.717 -0.473 -1.863 -0.230
C -0.223 1.043 0.328 0.100
N 0.981 1.604 0.468 -0.419
S -1.520 1.402 1.489 -0.296
H -0.280 -2.419 -0.517 0.276
H -1.630 -1.365 0.801 0.368
H 0.111 -1.497 1.133 0.300
H -1.432 -0.178 -1.223 0.229
H 2.022 -0.710 -1.139 0.146
H 1.525 1.774 -0.387 0.254
H 0.828 2.455 1.151 0.302
```

For the HOMO-LUMO gap, the calculation gives 8.617 eV. The value obtained for the strongest force on any atom is 4.38 eV/Å. The total energy comes out at -26383.1871 eV. Its charge is 0. The SMILES is C[C@H](S)C(N)=S.


Record 3
Computed, not measured: a single C3H7NS2 molecule in a non-equilibrium geometry, with ωB97M-V with the def2-TZVPD basis set.

Geometry as XYZ:
```
13
Properties=species:S:1:pos:R:3:mulliken_charge:R:1
C -0.605 0.188 3.082 -0.776
S -0.023 1.229 1.785 0.004
N 0.031 -0.021 0.587 -0.333
C 0.571 0.254 -0.526 -0.193
C 0.859 -0.851 -1.444 -0.371
S -0.382 -0.840 -2.691 -0.260
H -0.169 0.579 4.123 0.285
H -0.136 -0.710 2.983 0.301
H -1.703 -0.019 3.084 0.266
H 0.852 1.345 -0.679 0.350
H 1.822 -0.754 -1.947 0.299
H 0.926 -1.816 -0.885 0.285
H -0.275 -2.242 -2.965 0.143
```

For the HOMO-LUMO gap, the calculation gives 9.129 eV. The value obtained for the strongest force on any atom is 3.82 eV/Å. The total energy comes out at -26383.3780 eV. Its charge is 0. The SMILES is CS/N=C/CS.


Record 4
Computed, not measured: 3 unconnected molecules or ions with the total composition C3H7NS2 in a non-equilibrium geometry, with ωB97M-V with the def2-TZVPD basis set.

Geometry as XYZ:
```
13
Properties=species:S:1:pos:R:3:mulliken_charge:R:1
C -2.631 0.550 -0.285 -0.173
C -1.204 0.898 0.324 -0.820
C 1.446 0.460 -0.033 -0.201
H -4.254 -0.885 0.113 0.279
H -2.231 -1.350 1.387 0.245
H -3.413 1.278 0.055 0.309
H -2.496 0.797 -1.424 0.205
H -0.904 1.250 1.387 0.350
H -0.799 1.772 -0.283 0.374
H 1.230 1.474 0.322 0.236
N -2.800 -0.906 -0.008 -0.656
S -0.057 -0.450 -0.070 0.051
S 2.982 -0.140 -0.026 -0.199
```

For the HOMO-LUMO gap, the calculation gives 8.170 eV. The value obtained for the strongest force on any atom is 5.55 eV/Å. The total energy comes out at -26378.9753 eV. Its charge is 0.


Record 5
Computed, not measured: 2 unconnected molecules or ions with the total composition C3H7NSi in a non-equilibrium geometry, with ωB97M-V with the def2-TZVPD basis set.

Geometry as XYZ:
```
12
Properties=species:S:1:pos:R:3:mulliken_charge:R:1
C -0.841 0.080 2.811 -0.676
Si 0.321 0.342 1.545 0.331
C 0.416 -0.484 -0.149 -0.683
H -1.707 -0.603 2.908 0.285
H -0.890 0.876 3.587 0.210
H 1.280 1.408 1.889 -0.096
H -0.513 -1.221 -0.247 0.277
H 0.321 0.232 -1.120 0.016
H 1.314 -1.081 -0.250 0.322
C 0.126 0.125 -3.742 0.111
N 0.115 1.224 -3.349 -0.392
H 0.059 -0.900 -3.883 0.295
```

For the HOMO-LUMO gap, the calculation gives 8.886 eV. The value obtained for the strongest force on any atom is 4.07 eV/Å. The total energy comes out at -12589.0897 eV. Its charge is 0. The SMILES is C=[SiH]C.C#N.


Record 6
Computed, not measured: 2 unconnected molecules or ions with the total composition C3H7O in a non-equilibrium geometry, with ωB97M-V with the def2-TZVPD basis set.

Geometry as XYZ:
```
11
Properties=species:S:1:pos:R:3:mulliken_charge:R:1
O -0.524 2.510 0.413 -0.736
H -0.205 1.963 -0.297 0.320
C -0.762 -1.077 -1.097 -0.754
C 0.092 -1.289 0.046 -0.182
C 1.245 -0.723 0.499 -0.828
H -0.998 -1.992 -1.622 0.172
H -0.636 1.927 1.184 0.349
H -0.616 -0.107 -1.573 0.025
H -0.122 -2.278 0.467 0.182
H 1.772 -1.226 1.307 0.196
H 1.678 0.222 0.184 0.255
```

For the HOMO-LUMO gap, the calculation gives 5.678 eV. The value obtained for the strongest force on any atom is 2.77 eV/Å. The total energy comes out at -5270.1722 eV. Its charge is -1.


Which value of HOMO-LUMO gap does entry 3 give?
9.129 eV